An isolated ion of composition C3H2BrN2O2S and charge -1 in a non-equilibrium geometry. Source: the OMol25 dataset; level of theory: wB97M-V/def2-TZVPD.

```
11
Properties=species:S:1:pos:R:3:forces:R:3:lowdin_charge:R:1
C -1.26593 -0.35587 0.09588 2.0350 1.8778 0.6909 -0.21
C 0.10754 -0.43616 0.23289 2.8564 4.8319 0.2032 -0.24
C 0.47718 1.12327 0.19812 -0.2485 -3.6878 -0.5082 -0.61
N -1.74676 0.88730 0.04040 -0.6696 0.0490 -0.7957 -0.02
N -0.70466 1.73847 0.02836 -0.5456 -1.3293 0.4237 -0.11
O 0.66129 -2.96218 0.58019 -0.5851 -1.3245 0.8409 -0.58
O 1.71853 -1.77329 -1.26936 0.4370 0.0031 1.5017 -0.59
S 1.48327 -1.81311 0.23012 -0.7397 1.5578 -2.6734 0.60
Br 2.16962 2.14552 0.12132 -1.7029 -1.0675 0.0885 0.57
H -1.88538 -1.16979 0.07081 -1.6199 -1.7410 0.0017 0.07
H -1.01471 2.61584 -0.32872 0.7830 0.8305 0.2268 0.13
```
Forces are in eV/Å.

M = 210.032 g mol⁻¹
E_tot = -91095.274 eV
Kohn-Sham gap = 6.8 eV
HOMO = -3.9 eV
Relative energy (zero: lowest compared OMol25 entry of this formula, charge and spin) = 2.237 eV
Charge = -1

C6H12FN as an isolated structure in a non-equilibrium geometry. Source: the OMol25 dataset; level of theory: wB97M-V/def2-TZVPD.

```
20
Properties=species:S:1:pos:R:3:forces:R:3:lowdin_charge:R:1
C 1.37363 -1.26545 -1.18966 3.8845 -0.8990 0.1558 -0.09
C 0.55258 0.00922 -1.04565 2.3519 0.8523 1.4204 -0.43
C -1.36114 0.73750 -0.92842 -1.4329 2.5012 2.7579 -0.16
C -0.29653 0.50307 0.25034 0.7929 -1.4598 -0.3289 -0.36
C 0.23124 1.71566 1.07470 -1.1921 2.0561 -0.6882 -0.08
C -0.63476 -0.65714 1.34654 -0.8638 0.0577 -2.5911 -0.18
H 1.44940 -1.45966 -2.32185 -0.2699 0.0098 1.6654 0.08
H 2.66184 -0.97289 -0.92182 -4.0816 -1.1492 -0.4637 0.16
H 1.08569 -2.26623 -0.61995 0.4353 2.3217 -1.1323 0.09
H 1.26064 0.80298 -1.32172 -0.2091 0.1262 0.2706 0.12
H -0.82900 -0.91801 -1.82930 -0.7852 -0.1199 -1.0548 0.09
H -1.51562 1.86757 -1.05082 0.7195 -1.4347 -0.3826 0.12
H -2.40862 0.46435 -0.59503 0.9882 -0.6185 -1.0619 0.12
H -0.70962 2.08917 1.74134 2.4520 -0.6828 -1.3169 0.12
H 1.14377 1.52413 1.69472 -1.0972 -0.2052 -0.3323 0.07
H 0.55994 2.62519 0.37555 -0.9645 -1.9245 1.3230 0.11
H -0.83781 -1.68969 0.82083 -0.4878 2.1114 0.9058 0.14
H -1.43875 -0.24184 2.03940 0.7557 -0.9376 -0.9243 0.13
N -0.55782 0.05567 -1.97319 -1.7300 -0.8829 1.1816 0.00
F 0.47698 -0.94133 2.08377 0.7341 0.2776 0.5965 -0.06
```
Forces are in eV/Å.

M = 117.167 g mol⁻¹
E_tot = -10620.844 eV
Kohn-Sham gap = 10.4 eV
HOMO = -9.5 eV
Relative energy (zero: lowest compared OMol25 entry of this formula, charge and spin) = 3.318 eV

A 2-piece molecular cluster, C5H15NO overall in a non-equilibrium geometry. Source: the OMol25 dataset; level of theory: wB97M-V/def2-TZVPD.

```
22
Properties=species:S:1:pos:R:3:forces:R:3:lowdin_charge:R:1
C -1.60526 1.13038 -1.48882 -0.7483 0.3576 -0.5106 -0.09
C -0.52089 0.11071 -1.25616 0.1410 -0.2309 1.9355 -0.25
N -0.66039 -0.51322 0.09413 0.3633 0.1825 -1.5523 -0.23
C -0.33669 0.43009 1.16419 -1.4514 -1.9772 0.9315 -0.10
C 0.28441 -1.62490 0.18774 0.3797 -0.4125 0.7831 -0.29
C -0.20862 -2.77090 1.07537 0.3754 0.5052 0.2364 -0.09
H -1.24471 1.94340 -2.11571 -0.0235 0.0969 -0.0840 0.07
H -2.02962 1.57467 -0.58728 0.5227 -0.0237 0.2069 0.06
H -2.49429 0.72294 -1.97046 0.1378 -0.2823 -0.2250 0.07
H 0.46395 0.59051 -1.21077 0.1434 0.0994 -0.7040 0.10
H -0.52511 -0.72738 -1.94741 -0.0328 0.3085 -0.4092 0.11
H -1.16615 1.10451 1.35017 0.2692 0.6122 -0.3688 0.08
H -0.46839 -0.28105 1.98986 0.6323 0.6594 0.6582 0.07
H 0.66714 0.85718 1.16777 -0.0170 0.2337 -0.2760 0.08
H 0.54167 -2.07409 -0.75919 -0.2421 0.2009 -0.6698 0.10
H 1.24820 -1.24988 0.56786 0.0098 -0.0416 0.0785 0.11
H 0.62725 -3.35612 1.44070 0.3129 -0.2093 -0.0799 0.06
H -0.85779 -3.44387 0.52269 -0.3638 0.1284 0.1721 0.07
H -0.66736 -2.36068 1.97547 -0.4070 -0.1955 -0.1181 0.06
O 2.44562 2.53648 0.08740 -0.4703 -0.3367 0.3052 -0.06
H 2.14916 3.30983 -0.39997 0.4061 -0.0049 -0.0673 0.04
H 3.39295 2.42328 -0.00280 0.0627 0.3300 -0.2425 0.03
```
Forces are in eV/Å.

M = 105.181 g mol⁻¹
E_tot = -8964.930 eV
SMILES string = CCN(C)CC.O
Kohn-Sham gap = 9.1 eV
HOMO = -8.4 eV
Relative energy (zero: lowest compared OMol25 entry of this formula, charge and spin) = 1.428 eV

A 2-piece molecular cluster, CHF2NO3 overall in a non-equilibrium geometry. Source: the OMol25 dataset; level of theory: wB97M-V/def2-TZVPD.

```
8
Properties=species:S:1:pos:R:3:forces:R:3:lowdin_charge:R:1
C 0.11971 0.50468 -0.24917 -5.0222 -0.3559 0.2156 -0.27
N 1.09061 -0.56346 0.08265 0.4130 0.3155 0.0039 -0.34
O 1.49074 -0.54692 1.21186 -0.0181 -0.0691 0.4952 0.15
O 1.40245 -1.28190 -0.82121 -0.1098 -0.3472 -0.4152 0.16
O -1.81313 -0.56985 0.14845 3.5625 1.0486 -0.9229 -0.15
F 0.06057 1.51860 0.55638 0.5481 -0.6763 -0.4526 0.22
F -0.01328 0.82134 -1.49689 0.5553 -0.3968 0.8951 0.23
H -2.33767 0.11751 0.56792 0.0713 0.4811 0.1810 -0.02
```
Forces are in eV/Å.

M = 113.019 g mol⁻¹
E_tot = -14113.902 eV
Kohn-Sham gap (alpha / beta) = 8.6 / 8.6 eV
HOMO (alpha / beta) = -11.0 / -11.0 eV
Relative energy (zero: lowest compared OMol25 entry of this formula, charge and spin) = 4.345 eV

C7H14B3ILiO5 as an isolated structure in a non-equilibrium geometry. Source: the OMol25 dataset; level of theory: wB97M-V/def2-TZVPD.

```
31
Properties=species:S:1:pos:R:3:forces:R:3:lowdin_charge:R:1
C -2.19196 0.80109 1.16699 -0.6618 -0.7675 -0.3942 -0.07
C -2.74594 1.10586 -0.23545 0.4390 0.7342 0.6386 -0.22
C -1.68501 1.35494 -1.29566 -0.4705 -0.1026 -0.5340 -0.19
C -1.29030 0.09825 -2.08533 0.7680 -0.3799 0.2662 -0.04
B -0.61220 -0.97786 -1.20157 -1.1786 0.3739 -0.8334 -0.49
O -1.38114 -1.90943 -0.52064 0.9810 -0.2451 0.0020 0.26
B -0.56287 -2.58687 0.33471 -1.0160 -0.1899 0.6333 -1.07
I -0.36305 -4.71156 0.27648 0.0485 0.2666 0.0283 1.05
O 0.31407 -1.82813 1.10181 0.3943 -0.8925 -0.0786 0.25
B 1.23484 -1.36323 0.20654 0.0892 0.8074 1.1196 -0.66
C 2.77269 -1.29224 0.68159 -0.3054 -0.1214 -0.3753 -0.07
O 3.38923 -0.02788 0.75277 -0.0939 0.2457 -0.0800 0.00
C 2.63158 1.06515 0.35395 -0.0798 1.2014 -2.3188 -0.47
C 1.87158 1.81200 1.41034 0.2768 -0.5182 -0.0001 0.05
O 2.63626 1.43490 -0.80720 0.1138 -1.0787 1.9347 0.15
O 0.80574 -1.08465 -1.06137 0.5347 -0.2893 -0.1446 0.26
H -2.64182 -0.11255 1.53805 -0.0235 -0.2666 0.2073 0.08
H -1.12164 0.63234 1.17397 0.3510 0.1905 0.0645 0.05
H -2.47776 1.56416 1.87063 0.2747 0.3925 0.2699 0.08
H -3.46415 0.35927 -0.54109 -0.0585 -0.3473 -0.2484 0.11
H -3.30988 2.02467 -0.15064 -0.2821 0.2318 -0.0104 0.11
H -0.80775 1.85280 -0.90025 0.2425 0.0707 0.3183 0.11
H -2.10106 2.05168 -2.01144 -0.0240 0.1972 -0.3002 0.11
H -0.60970 0.35786 -2.88877 0.0844 0.1919 -0.2609 0.12
H -2.18057 -0.34262 -2.51362 -0.3051 -0.0755 -0.1799 0.12
H 3.41880 -1.94333 0.04168 0.3875 0.2924 0.4543 0.09
H 2.83151 -1.75168 1.65716 0.0108 -0.2375 0.2984 0.14
H 0.85330 1.93986 1.07344 -0.3123 0.0530 -0.0986 0.08
H 2.31015 2.79641 1.46266 0.1398 0.3613 0.1459 0.11
H 1.89327 1.33553 2.37936 0.0543 -0.0793 0.2124 0.10
Li 2.58380 -2.65473 -1.26909 -0.3788 -0.0191 -0.7363 0.84
```
Forces are in eV/Å.

M = 344.465 g mol⁻¹
E_tot = -28059.473 eV
Kohn-Sham gap = 9.1 eV
HOMO = -13.6 eV
Charge = +1

A 2-piece molecular cluster, C9H8NO2S overall in a non-equilibrium geometry. Source: the OMol25 dataset; level of theory: wB97M-V/def2-TZVPD.

```
21
Properties=species:S:1:pos:R:3:forces:R:3:lowdin_charge:R:1
C -1.85495 -1.85118 -0.88623 0.3450 2.5455 1.0223 -0.12
C -0.96783 -2.19608 0.09446 3.6529 -1.7635 1.5515 -0.12
C -2.04007 -0.50195 -1.13673 2.3266 0.7509 1.0986 -0.03
C -0.08774 -1.30071 0.77251 -1.0762 -0.2408 -2.2427 -0.07
C -1.11844 0.44860 -0.56407 -3.2209 -0.6202 -1.3583 -0.23
C -0.19356 0.01942 0.31792 2.0390 0.3131 2.2369 -0.30
C -1.42345 1.91462 -0.75508 -0.3308 0.0292 -0.6790 -0.20
C 0.71651 1.11473 0.84366 -2.4870 0.7593 -0.1377 -0.18
C 0.83920 2.22942 -0.15563 -2.6960 1.9534 1.3935 -0.24
N -0.52487 2.80070 -0.61203 0.6991 -0.5547 1.0135 -0.05
O 2.95643 -1.12340 -2.51692 -0.9210 0.4120 2.2883 -0.50
O 3.01154 -1.42429 -0.00641 -0.5830 0.6186 -1.4399 -0.48
S 2.34356 -0.83663 -1.18578 1.7963 -1.2924 -1.0899 0.89
H -2.39109 -2.58590 -1.34627 -1.4921 -1.8160 -1.3161 0.06
H -0.60831 -3.25626 0.19996 -1.0920 0.7338 0.0382 0.10
H -2.76789 -0.06886 -1.75802 -0.9970 0.1930 -0.8890 0.07
H 0.81790 -1.65799 1.28896 -0.8588 0.1901 0.1333 0.10
H 0.27530 1.42791 1.79304 0.2934 0.2729 0.1816 0.12
H 1.68222 0.79968 0.96313 2.5195 -1.2949 0.8941 0.05
H 1.39523 3.10533 0.19492 0.2984 -0.4776 -0.1612 0.10
H 1.18688 1.76861 -0.99571 1.7847 -0.7119 -2.5383 0.04
```
Forces are in eV/Å.

M = 194.235 g mol⁻¹
E_tot = -25880.240 eV
Kohn-Sham gap (alpha / beta) = 5.0 / 2.8 eV
HOMO (alpha / beta) = -2.6 / -1.5 eV
Relative energy (zero: lowest compared OMol25 entry of this formula, charge and spin) = 4.100 eV
Charge = -1